C5H5NO | the ωB97M-V functional and the def2-TZVPD basis

Geometry as XYZ:
```
12
Properties=species:S:1:pos:R:3:forces:R:3
C 2.544714 0.592738 -0.320671 1.04 0.34 -0.06
C 1.470840 0.337287 0.117933 -0.79 -0.31 0.22
C 0.160206 0.030860 0.624584 -0.72 1.22 0.84
C -0.616560 -1.128962 0.014117 0.29 -0.22 -1.65
N -1.734075 -0.190913 -0.281570 -0.26 0.49 -0.42
C -1.025680 0.958824 0.084210 0.91 -0.57 0.09
O -1.176965 2.148092 0.017015 -0.33 -1.11 -0.15
H 3.539346 0.869054 -0.562402 0.07 -0.03 -0.25
H 0.136914 0.111127 1.720745 0.10 -0.36 -0.22
H -0.104691 -1.465884 -0.914787 -0.34 0.23 0.48
H -0.815369 -2.035423 0.586206 -0.39 0.43 0.34
H -2.378678 -0.226797 -1.085379 0.41 -0.10 0.79
```
Positions in Å, forces in eV/Å.

Calculated values
energy relative to the best compared isomer or geometry (same formula, charge and spin)	52.5	kcal/mol
E_LUMO	0.90	eV
molecular weight	95.10	g/mol
HOMO energy	-9.582	eV
HOMO-LUMO gap	10.486	eV
net charge	0
calculated total energy	-8801.144	eV

Here is what Mulliken gives for the atomic charges, in e: 0.483, -1.158, 0.139, -0.528, -0.252, 0.338, -0.560, 0.452, 0.270, 0.286, 0.274, 0.256

***

C4H3N3 | the ωB97M-V functional and the def2-TZVPD basis

Geometry as XYZ:
```
10
Properties=species:S:1:pos:R:3:forces:R:3
C 2.279585 -0.281933 -0.019190 0.54 -0.51 0.95
C 1.539090 -0.419136 1.014024 0.32 -0.06 -0.50
C 0.269415 -0.208018 0.535436 -0.31 -0.09 -0.30
C -0.068560 0.947864 -0.335199 0.18 0.00 -0.06
N -1.396645 0.644798 -0.853687 0.08 -0.30 -0.06
N -1.761425 -0.469640 -0.447613 0.04 0.48 -0.15
N -0.790272 -1.016933 0.395805 0.30 0.04 0.32
H 0.792206 0.818432 -1.049846 -1.00 0.48 -0.31
H 0.030686 1.959798 0.061334 -0.17 -0.22 0.09
H -0.894082 -1.975233 0.698939 0.02 0.17 0.01
```
Positions in Å, forces in eV/Å.

Calculated values
energy relative to the best compared isomer or geometry (same formula, charge and spin)	137.3	kcal/mol
E_LUMO	-0.38	eV
molecular weight	93.09	g/mol
HOMO energy	-9.841	eV
HOMO-LUMO gap	9.459	eV
net charge	0
calculated total energy	-8660.455	eV

Here is what Mulliken gives for the atomic charges, in e: -0.426, -0.271, 0.404, -0.280, -0.114, -0.341, 0.145, 0.315, 0.315, 0.253

***

C10H17BCl21S2 | the ωB97M-V functional and the def2-TZVPD basis

Geometry as XYZ:
```
51
Properties=species:S:1:pos:R:3:forces:R:3
S -0.111812 0.933932 -1.874593 -0.02 -0.03 -0.20
B -1.229526 -0.585043 -1.353766 -0.30 -0.38 0.07
C -0.471012 -1.496789 -0.229969 0.03 0.13 -0.33
C 0.575925 -2.431437 -0.848276 -0.13 0.06 0.06
C -0.105178 -3.611511 -1.554843 -0.03 0.08 0.24
S 0.468915 -3.951485 -3.241174 0.11 -0.30 -0.22
H 0.657320 1.029510 -0.783968 0.00 0.05 0.13
H -1.414173 -1.226505 -2.390392 -0.02 0.07 0.02
H -2.328852 -0.195990 -0.960703 0.15 0.12 0.04
H -1.195385 -2.102378 0.331294 0.02 -0.01 0.09
H 0.015372 -0.830015 0.488397 -0.02 -0.08 0.14
H 1.160857 -1.862103 -1.573265 0.08 -0.02 0.04
H 1.261011 -2.826687 -0.089425 0.09 0.03 -0.07
H -1.180746 -3.446438 -1.577535 0.00 -0.02 -0.15
H 0.069689 -4.548638 -1.021921 -0.02 0.01 0.03
H -0.376618 -3.172465 -3.921248 -0.05 0.24 0.10
C 2.094048 4.875157 -1.034676 0.01 -0.09 -0.06
Cl 2.411002 4.174639 0.559373 0.02 0.02 0.03
Cl 2.002844 3.629109 -2.263587 0.04 0.04 0.02
Cl 0.615575 5.845037 -1.001385 0.01 0.03 -0.02
H 2.918930 5.533330 -1.272115 -0.08 -0.02 0.07
C -1.313415 -1.223047 3.958456 -0.06 -0.08 -0.05
Cl -2.461954 -0.817402 2.693816 0.06 0.07 0.09
Cl 0.343366 -1.170562 3.371455 0.02 0.17 0.07
Cl -1.511039 -0.173712 5.375170 -0.02 0.01 0.01
H -1.522990 -2.235316 4.279459 0.04 0.00 0.05
C -0.330109 -7.283896 -4.250428 -0.07 0.08 0.03
Cl -1.332490 -7.613052 -5.669045 0.01 -0.01 0.00
Cl -0.752711 -8.374273 -2.924539 0.00 -0.01 0.01
Cl 1.378493 -7.400794 -4.641958 0.09 -0.08 -0.04
H -0.510570 -6.262732 -3.925018 0.00 0.01 0.01
C -6.216570 -0.128520 0.974897 0.09 -0.03 0.05
Cl -7.441121 0.172524 -0.268569 -0.03 0.00 -0.01
Cl -4.599744 -0.091127 0.302999 -0.05 0.03 -0.16
Cl -6.396816 1.026657 2.307467 -0.01 0.00 0.02
H -6.401250 -1.115095 1.378120 -0.03 0.00 0.01
C 5.367427 7.731378 -0.468410 -0.04 -0.07 -0.01
Cl 6.286020 6.266828 -0.132695 0.00 -0.01 0.00
Cl 4.378843 7.532796 -1.918516 0.07 0.11 -0.06
Cl 4.362245 8.175699 0.908141 0.25 0.07 -0.05
H 6.066843 8.535458 -0.651832 0.00 0.01 0.00
C 1.399244 -5.729715 2.430147 -0.03 -0.01 -0.02
Cl 2.551395 -5.885014 3.763608 0.01 -0.01 0.02
Cl 0.203758 -4.484635 2.777612 0.02 -0.10 -0.09
Cl 2.229970 -5.399311 0.915387 0.04 -0.04 0.02
H 0.884691 -6.675611 2.330479 -0.01 -0.01 0.00
C -0.120669 7.672132 2.563463 0.01 -0.03 -0.02
Cl -1.259921 8.182213 1.320042 -0.01 0.01 -0.01
Cl 1.534864 7.746457 1.970092 -0.22 0.00 0.11
Cl -0.314612 8.645345 4.027569 0.00 -0.01 0.01
H -0.339368 6.643098 2.816407 -0.01 -0.01 -0.01
```
Positions in Å, forces in eV/Å.

Calculated values
E_LUMO	1.77	eV
molecular weight	956.71	g/mol
HOMO energy	-4.115	eV
HOMO-LUMO gap	5.887	eV
net charge	-1
calculated total energy	-295964.883	eV

Here is what Mulliken gives for the atomic charges, in e: -0.327, 0.614, -0.809, -0.184, -0.418, -0.376, -0.005, -0.246, -0.379, 0.074, 0.061, 0.278, 0.212, 0.336, 0.234, 0.141, 0.661, -0.138, -0.078, -0.110, -0.345, 0.008, -0.013, -0.104, -0.167, 0.236, 0.504, -0.150, -0.153, -0.124, -0.096, -0.019, -0.150, -0.057, -0.144, 0.275, -0.025, -0.112, -0.136, -0.089, 0.363, -0.039, -0.152, -0.046, -0.105, 0.307, -0.007, -0.120, -0.037, -0.144, 0.296

***

C25H40CrN4S3Sb2 | the ωB97M-V functional and the def2-TZVPD basis

Geometry as XYZ:
```
75
Properties=species:S:1:pos:R:3:forces:R:3
Cr 0.722468 -0.513949 -1.052567 0.37 -0.78 0.19
C -3.759677 -0.688005 -1.212570 0.23 -0.29 0.04
Sb -1.864926 0.181734 -0.723973 -0.71 0.86 0.09
C -2.279623 0.584987 1.334672 0.12 -0.17 -0.19
C -2.308480 2.122405 -1.667152 0.17 -0.39 0.10
C -2.352525 3.242020 -0.686919 0.02 0.27 0.17
C -3.546767 3.521162 -0.021936 0.02 -0.07 -0.12
C -3.636557 4.549635 0.899875 0.04 0.05 0.06
C -2.517186 5.322676 1.175933 -0.08 -0.04 0.01
C -1.324407 5.056389 0.524785 0.08 0.01 0.00
C -1.224485 4.032876 -0.416934 -0.23 -0.09 0.10
C 0.054922 3.860599 -1.165490 0.18 -0.47 -0.10
Sb 1.197591 2.079348 -0.629172 0.03 1.02 0.47
C 1.250640 2.440784 1.483008 -0.06 -0.14 -0.16
C 3.142388 2.767377 -1.172900 -0.10 -0.22 -0.15
H -3.987792 -0.546751 -2.266218 0.05 0.02 0.01
H -4.488538 -0.145251 -0.611587 0.04 0.03 0.03
H -3.809376 -1.746231 -0.964456 0.00 0.00 -0.01
H -2.996212 1.401244 1.397211 0.03 0.05 -0.04
H -1.375607 0.838782 1.883550 0.01 0.01 -0.02
H -2.727036 -0.313603 1.760074 0.05 -0.02 0.00
H -3.285475 1.964416 -2.122534 0.01 -0.01 -0.05
H -1.574024 2.277480 -2.456517 -0.05 0.01 -0.04
H -4.430824 2.938937 -0.261305 0.00 0.00 0.02
H -4.576044 4.756531 1.394406 -0.01 0.01 -0.04
H -2.584553 6.145818 1.874046 0.04 -0.03 0.03
H -0.460410 5.679134 0.727944 -0.01 0.01 -0.03
H 0.762337 4.650869 -0.913602 0.03 0.00 -0.05
H -0.078612 3.851218 -2.247207 0.04 0.02 0.00
H 1.838165 3.344839 1.638278 0.01 0.00 -0.04
H 1.706375 1.614143 2.022176 -0.03 0.00 0.01
H 0.237243 2.611603 1.843704 -0.01 -0.01 -0.05
H 3.321697 3.692128 -0.626952 -0.05 -0.01 0.03
H 3.173669 2.970936 -2.241818 0.01 -0.02 0.00
H 3.908776 2.038729 -0.919772 -0.01 0.01 -0.01
C 3.933962 -0.325131 0.817356 0.04 -0.04 0.03
C 3.884387 -0.739948 -0.610965 0.29 -0.03 -0.06
N 2.795658 -0.794267 -1.355808 -0.32 0.15 -0.15
C 3.089659 -1.168582 -2.656913 0.24 -0.04 0.05
C 4.402447 -1.408003 -2.890228 -0.05 -0.01 0.03
S 5.304972 -1.169919 -1.460337 -0.33 0.09 0.07
C 1.978015 -1.235244 -3.587565 -0.03 -0.07 -0.26
C 2.006659 -1.638414 -4.879987 0.02 0.04 0.07
S 0.449864 -1.531927 -5.563354 -0.07 0.16 0.38
C -0.186285 -0.959979 -4.089390 0.02 -0.07 -0.35
N 0.721718 -0.846855 -3.128748 -0.06 -0.06 0.60
C -1.640811 -0.667798 -3.979472 0.03 -0.06 0.01
H 2.947147 -0.010063 1.143455 -0.02 0.00 0.07
H 4.641202 0.493346 0.960028 -0.02 0.00 -0.02
H 4.272410 -1.148855 1.448633 -0.06 -0.01 -0.01
H 4.876792 -1.704267 -3.812157 0.01 0.00 0.02
H 2.855800 -1.984273 -5.447520 -0.03 0.00 -0.02
H -2.120589 -0.783823 -4.949468 -0.04 0.02 0.01
H -1.813331 0.352927 -3.636948 0.01 0.00 -0.05
H -2.110310 -1.369609 -3.288798 0.00 -0.01 -0.04
C 0.003978 -5.239853 2.718873 0.04 -0.25 0.13
N -0.231105 -4.085002 1.843589 0.00 0.13 -0.07
C -0.712226 -4.433375 0.508670 -0.04 -0.06 -0.16
C 0.152642 -2.859947 2.166860 -0.61 -0.10 0.06
S 0.613488 -1.748969 0.876307 0.62 0.30 -0.59
N 0.234493 -2.449593 3.423695 0.12 0.00 -0.12
C -0.571826 -3.039162 4.498989 -0.11 -0.07 0.21
C 1.033207 -1.299391 3.837262 0.07 0.19 0.05
H 0.448870 -6.029731 2.114608 0.02 0.04 -0.04
H -0.925275 -5.620361 3.142322 0.00 0.04 -0.02
H 0.694077 -4.989115 3.518208 0.01 0.02 -0.07
H -1.447012 -5.230609 0.606298 0.02 0.00 0.05
H 0.105637 -4.790689 -0.120364 0.02 0.02 0.05
H -1.192861 -3.583377 0.034987 0.00 0.03 0.02
H -1.379297 -3.640447 4.093856 0.02 0.06 -0.02
H -1.004363 -2.222751 5.076616 0.02 0.04 -0.05
H 0.037137 -3.642691 5.172091 0.00 0.01 -0.04
H 1.851553 -1.130084 3.145253 0.02 -0.01 -0.02
H 1.453581 -1.509700 4.819542 -0.02 -0.03 -0.02
H 0.418800 -0.399478 3.912441 -0.04 -0.05 -0.03
```
Positions in Å, forces in eV/Å.

Calculated values
energy relative to the best compared isomer or geometry (same formula, charge and spin)	0.0	kcal/mol
2S+1	2
E_LUMO (spin up / spin down)	-10.45 / -9.63	eV
molecular weight	788.34	g/mol
HOMO energy (spin up / spin down)	-15.619 / -15.619	eV
HOMO-LUMO gap (spin up / spin down)	5.165 / 5.986	eV
net charge	+3
calculated total energy	-106510.853	eV

Here is what Mulliken gives for the atomic charges, in e: -0.029, -1.451, 0.689, -1.156, -1.482, 0.580, -0.706, -0.632, -0.748, -0.779, 0.837, -1.607, 0.898, -1.289, -1.228, 0.480, 0.452, 0.455, 0.490, 0.155, 0.496, 0.886, 0.558, 0.456, 0.446, 0.455, 0.448, 0.693, 0.693, 0.594, 0.306, 0.375, 0.491, 0.423, 0.337, -0.341, -0.172, 0.834, -0.668, -0.357, -0.075, 0.163, -0.573, -0.030, 0.015, 0.714, -1.037, -0.575, 0.457, 0.420, 0.472, 0.467, 0.631, 0.107, 0.149, -1.215, 0.121, -0.960, 0.445, 0.138, 0.078, -1.215, -1.073, 0.425, 0.389, 0.412, 0.434, 0.355, 0.180, 0.404, 0.422, 0.395, 0.286, 0.460, 0.330